(1)
CN2O3S | ωB97M-V/def2-TZVPD

**HOMO (alpha / beta)**: -9.70 / -9.74 eV
**Energy above the lowest of the compared OMol25 structures with the same formula, charge and spin**: 3.3325 eV
**Max |F|**: 3.295 eV Å⁻¹
**LUMO (alpha / beta)**: -1.7 / -1.8 eV
**HOMO-LUMO gap (alpha / beta)**: 8.0342 / 7.9351 eV
**Spin multiplicity**: 1

```
7
Properties=species:S:1:pos:R:3:forces:R:3
C 0.097865 0.671392 0.316803 -0.1 2.2 0.3
N -0.121799 -0.531695 -0.267893 2.2 -1.9 1.6
N 1.014914 0.959136 1.018410 -2.2 -0.4 -1.7
O 0.794910 -1.345537 0.246591 -2.1 -0.8 -2.1
O -2.285790 -0.027129 -1.676353 -1.3 1.9 -0.3
O 1.863253 1.328934 1.703455 1.4 0.9 1.3
S -1.363352 -1.055100 -1.341013 2.1 -1.9 0.9
```
Positions in Å, forces in eV/Å.

---

(2)
CN2O3S | ωB97M-V/def2-TZVPD

**HOMO (alpha / beta)**: -10.40 / -10.35 eV
**Energy above the lowest of the compared OMol25 structures with the same formula, charge and spin**: 0.8323 eV
**Max |F|**: 2.968 eV Å⁻¹
**LUMO (alpha / beta)**: -2.1 / -2.5 eV
**HOMO-LUMO gap (alpha / beta)**: 8.2535 / 7.8982 eV
**Spin multiplicity**: 1

```
7
Properties=species:S:1:pos:R:3:forces:R:3
C -1.469524 -0.742199 0.081126 1.3 1.5 -0.2
N -2.277875 -1.530169 0.235508 -0.8 -0.9 0.1
N 1.931772 -0.410364 -0.753580 1.3 0.4 2.4
O 2.584026 -0.299986 0.181560 -1.8 -0.2 -2.4
O 0.177708 0.863167 1.273959 0.1 -0.2 -0.1
O -0.755262 1.567961 -0.933581 0.1 -0.4 -0.1
S -0.190848 0.551588 -0.084992 -0.2 -0.1 0.3
```
Positions in Å, forces in eV/Å.

---

(3)
CN3O2S | ωB97M-V/def2-TZVPD

**HOMO (alpha / beta)**: -5.31 / -5.08 eV
**Energy above the lowest of the compared OMol25 structures with the same formula, charge and spin**: 2.6934 eV
**Max |F|**: 3.540 eV Å⁻¹
**Charge**: -1
**LUMO (alpha / beta)**: 0.6 / 0.5 eV
**HOMO-LUMO gap (alpha / beta)**: 5.8751 / 5.5385 eV
**Spin multiplicity**: 1

```
7
Properties=species:S:1:pos:R:3:forces:R:3
C 2.440223 -1.884696 -1.005742 -0.5 0.6 0.1
N 3.543232 -1.859920 -1.375758 0.2 -0.1 0.0
N -1.119856 0.834909 0.095823 2.5 -0.2 -1.9
N -1.683225 0.414971 1.291862 -3.0 -0.4 1.8
O -1.421702 -0.631393 1.860964 0.5 0.9 -0.6
O -2.584810 1.199699 1.665312 1.5 -1.0 -0.4
S -0.210665 -0.197994 -0.736085 -1.1 0.3 1.0
```
Positions in Å, forces in eV/Å.

---

(4)
CN4 | ωB97M-V/def2-TZVPD

**HOMO (alpha / beta)**: -7.91 / -10.92 eV
**Energy above the lowest of the compared OMol25 structures with the same formula, charge and spin**: 0.6688 eV
**Max |F|**: 4.240 eV Å⁻¹
**LUMO (alpha / beta)**: -0.9 / -2.9 eV
**HOMO-LUMO gap (alpha / beta)**: 6.9724 / 8.0561 eV
**Spin multiplicity**: 3

```
5
Properties=species:S:1:pos:R:3:forces:R:3
C -0.011791 0.068990 0.023611 -3.3 -0.6 -0.3
N 1.267192 0.607041 -0.071454 -0.2 4.2 -0.3
N 1.328060 -0.620523 0.045318 -0.1 -4.0 0.5
N -1.278250 -0.079912 -0.622995 1.8 0.1 -0.7
N -1.305213 0.024402 0.625521 1.8 0.2 0.9
```
Positions in Å, forces in eV/Å.

---

Number 1 is which compound?
CN2O3S